No. 1
The following is a quantum chemistry calculation of a molecular structure, C21H38Cl38F18NO4P2S2V2, from the Open Molecules 2025 dataset.

Computed properties:
- Net charge: +1
- LUMO level (spin up / spin down): -6.949 / -6.510 eV
- Expectation value of S²: 12.01
- HOMO energy (spin up / spin down): -11.633 / -11.633 eV
- Kohn-Sham gap (spin up / spin down): 0.1721 / 0.1883 hartree
- Spin multiplicity: 7

Cartesian coordinates (Å):
V 0.197 -4.961 3.673
V 2.416 0.075 1.945
P 4.822 1.068 0.981
F 4.501 0.197 2.308
F 5.905 1.948 1.840
F 6.111 0.097 0.564
F 5.110 1.929 -0.379
F 3.767 0.144 0.188
F 3.602 2.001 1.385
P 2.035 -2.728 3.323
F 1.575 -1.175 3.577
F 3.464 -2.724 4.087
F 1.170 -3.233 4.612
F 2.240 -4.271 2.873
F 0.627 -2.986 2.541
F 2.688 -2.146 1.962
C -1.405 0.935 2.198
F -0.799 0.667 3.295
F -2.016 -0.215 1.879
F -2.327 1.858 2.439
S -0.138 1.449 0.845
O -0.825 2.027 -0.293
O 0.794 2.220 1.659
N 0.850 0.026 0.639
S 0.186 -0.507 -0.752
O -1.223 -0.868 -0.680
O 0.537 0.313 -1.906
C 1.120 -2.138 -1.054
F 0.699 -2.631 -2.199
F 2.443 -1.742 -1.160
F 0.916 -3.029 -0.096
C -3.044 4.821 -4.537
Cl -4.240 5.910 -3.738
Cl -1.940 4.173 -3.310
H -3.549 3.956 -4.967
H -2.418 5.313 -5.283
C -2.014 -1.760 6.362
Cl -0.787 -0.794 7.198
Cl -1.579 -1.921 4.647
H -2.077 -2.725 6.863
H -2.984 -1.286 6.516
C -3.174 -3.346 -0.044
Cl -1.931 -3.375 1.232
Cl -3.710 -5.027 -0.302
H -4.060 -2.797 0.276
H -2.864 -2.929 -1.001
C 2.838 -3.925 -4.354
Cl 1.350 -3.408 -5.138
Cl 4.067 -4.451 -5.529
H 3.267 -3.064 -3.841
H 2.652 -4.719 -3.631
C -3.537 4.190 5.575
Cl -2.380 4.954 4.438
Cl -3.490 5.197 7.010
H -4.509 4.284 5.091
H -3.194 3.195 5.859
C -5.403 0.168 3.948
Cl -4.754 -1.324 3.368
Cl -4.235 0.957 4.951
H -5.763 0.780 3.121
H -6.222 -0.133 4.601
C 1.023 6.125 2.325
Cl 0.569 5.584 0.742
Cl 1.859 7.683 2.224
H 0.105 6.241 2.901
H 1.734 5.430 2.770
C 1.681 -6.738 0.485
Cl 2.722 -7.397 1.756
Cl 0.347 -5.782 1.180
H 2.249 -6.059 -0.150
H 1.319 -7.500 -0.206
C 1.647 3.630 -2.848
Cl 2.564 3.715 -1.349
Cl 2.680 4.050 -4.194
H 1.260 2.618 -2.965
H 0.861 4.386 -2.851
C 4.937 0.644 -3.612
Cl 4.940 -1.015 -3.029
Cl 3.372 0.883 -4.390
H 5.004 1.391 -2.822
H 5.714 0.923 -4.323
C -5.425 -1.623 -4.487
Cl -6.863 -0.642 -4.534
Cl -5.244 -2.561 -2.981
H -5.475 -2.311 -5.330
H -4.501 -1.044 -4.501
C -4.328 5.120 1.478
Cl -5.421 3.968 2.332
Cl -2.842 4.446 0.903
H -4.871 5.537 0.630
H -4.173 5.930 2.191
C -1.576 -3.355 -7.024
Cl -1.363 -4.101 -8.592
Cl -3.319 -3.300 -6.589
H -1.091 -3.922 -6.229
H -1.083 -2.383 -7.004
C -3.745 1.514 -1.330
Cl -4.444 0.150 -0.414
Cl -4.983 2.165 -2.479
H -3.396 2.336 -0.706
H -2.918 1.142 -1.935
C -0.259 0.194 -4.741
Cl -0.363 0.510 -6.437
Cl -1.713 -0.721 -4.238
H 0.639 -0.380 -4.511
H -0.275 1.167 -4.251
C 1.596 2.437 5.478
Cl 0.653 3.705 4.737
Cl 2.461 1.493 4.283
H 2.335 2.913 6.122
H 0.906 1.801 6.032
C -1.534 -6.085 -2.994
Cl -2.022 -4.432 -3.400
Cl 0.183 -6.155 -2.524
H -2.160 -6.509 -2.209
H -1.649 -6.680 -3.900
C 4.681 4.899 1.808
Cl 4.346 4.458 3.493
Cl 5.427 6.506 1.676
H 5.367 4.179 1.362
H 3.736 4.920 1.264
C 5.852 -3.252 0.282
Cl 6.414 -2.968 1.953
Cl 4.422 -4.373 0.441
H 5.438 -2.321 -0.106
H 6.633 -3.693 -0.338

---

No. 2
The following is a quantum chemistry calculation of C4H2F7N in the gas phase, from the Open Molecules 2025 dataset.

Computed properties:
- LUMO level: 0.563 eV
- Structure (SMILES): [H]/N=C(/[C@H](F)C(F)(F)F)C(F)(F)F
- HOMO energy: -11.000 eV
- Kohn-Sham gap: 0.4250 hartree
- Energy above the lowest of the compared OMol25 structures with the same formula, charge and spin: 10.09 kcal/mol

Cartesian coordinates (Å):
H -2.240 -1.255 0.281
N -1.469 -0.840 0.745
C -0.843 -0.179 -0.042
C 0.559 0.723 0.508
F 1.199 1.258 -0.472
C 1.514 -0.281 1.189
F 0.964 -0.731 2.320
F 2.656 0.336 1.551
F 1.843 -1.317 0.403
C -0.999 0.087 -1.556
F -2.323 -0.017 -1.919
F -0.296 -0.703 -2.321
F -0.656 1.366 -1.893
H 0.092 1.553 1.205

---

Number 1: strongest force on any atom 7.6 eV/Å, calculated total energy -648465.6990 eV. Number 2: strongest force on any atom 7.2 eV/Å, calculated total energy -24691.9631 eV.